# 1
{"formula": "C10H34BrN3O5", "method": "ωB97M-V/def2-TZVPD", "lumo_ev": -1.63, "fmax_ev_per_a": 5.0, "orbital_gap_ev": 4.11, "e_homo_ev": -5.746, "total_energy_ev": -95665.6822, "species": ["H", "H", "O", "O", "C", "H", "H", "H", "C", "N", "H", "H", "C", "H", "H", "H", "O", "H", "H", "O", "H", "C", "H", "Br", "N", "C", "H", "H", "O", "N", "H", "H", "H", "C", "H", "C", "H", "H", "C", "H", "H", "H", "C", "H", "H", "H", "C", "H", "H", "H", "H", "H", "H"], "xyz": [[-0.970356, 1.449787, -5.418772], [-5.428523, 5.130622, 0.610938], [-4.510333, -1.085655, 2.720347], [-2.903745, 4.362686, 2.520380], [-1.616596, 5.357906, -5.757038], [-0.030130, 3.213493, -3.972697], [1.004151, 4.525777, -6.028600], [-1.984280, 5.229687, -6.775098], [4.605826, -2.958861, 4.362937], [3.961225, -4.044441, 2.319944], [-2.635162, 4.309820, 3.440536], [-0.388851, -2.354011, -0.522742], [4.348577, -4.301790, 3.647660], [2.377117, -8.412198, 4.281561], [5.300646, -4.828670, 3.583958], [3.731664, -4.982865, 2.025422], [-0.987858, 4.033619, -5.474104], [1.888196, 2.314204, -5.837362], [2.400119, -4.942810, 4.457391], [3.440260, -6.577793, 4.035258], [1.506399, -7.025355, 4.606279], [3.449907, -5.234673, 4.427933], [3.696458, -2.362655, 4.438391], [-1.399188, -6.705590, -1.773162], [-0.200601, -1.446011, -0.122492], [-4.011844, 5.209488, 2.196669], [-6.220492, 2.946149, 1.727620], [3.860628, -5.101110, 5.428730], [-5.906463, 3.730800, 2.182921], [0.712654, 2.535956, -4.069209], [5.353875, -2.463746, 3.743756], [0.145468, -0.837971, -0.850937], [-4.486274, -0.291719, 3.254499], [0.896130, 2.518376, -5.434598], [-3.781769, 6.115441, 1.635960], [-4.934165, 4.436314, 1.290396], [-1.023066, -1.087231, 0.341117], [-4.309597, 3.740565, 0.730104], [0.268039, 3.723771, -6.083598], [-4.416332, 5.577049, 3.139737], [0.043883, 1.211923, -6.788677], [0.095858, 3.552912, -7.146265], [2.516128, -7.421450, 4.714220], [5.032471, -3.214206, 5.332926], [0.475583, 0.307050, -5.369370], [-5.212100, -0.928691, 2.088587], [0.065754, 1.261414, -5.700019], [1.475008, 3.062389, -3.666993], [-2.380218, 5.452027, -4.984946], [4.760158, -3.808930, 1.748683], [-1.086024, 6.289035, -5.558056], [0.484122, -1.690310, 0.578631], [2.927663, -7.489519, 5.721246]], "forces_ev_per_a": [[0.1, -0.3, 0.4], [-0.4, -0.2, 0.0], [0.3, -0.1, -0.1], [0.5, -0.1, -0.9], [0.2, -2.0, 0.5], [-0.8, -0.2, 0.7], [-0.2, 0.6, 0.3], [-0.3, 0.7, 0.1], [0.1, -1.4, -0.2], [-1.5, -0.6, -1.8], [-0.5, 0.5, 0.0], [-0.7, -0.7, -0.7], [1.3, 0.3, 1.1], [1.0, 0.1, -0.3], [0.5, -0.2, 0.6], [-0.5, -0.1, -1.0], [0.3, 1.6, 0.5], [0.3, 0.4, 0.4], [-0.2, 0.7, 0.0], [0.8, -0.8, -1.6], [-0.1, 0.5, 0.7], [-0.8, 0.3, 0.9], [0.1, 0.0, 0.1], [0.1, 0.4, 0.1], [0.1, -0.8, 0.2], [0.3, -0.1, 0.6], [-0.1, 0.0, -0.1], [-0.2, -0.4, 0.6], [1.2, 0.7, -1.3], [1.7, 2.0, 4.2], [-0.1, 0.4, 0.3], [0.3, 0.4, -0.1], [0.0, 0.2, 0.2], [-1.7, -2.8, -2.1], [1.0, 0.0, 0.0], [-1.1, -0.5, 1.9], [-0.5, 0.2, 0.0], [-0.2, -0.1, 0.0], [-0.1, 0.9, -1.2], [-0.8, -0.2, -0.2], [-0.3, -0.6, -0.5], [0.1, -0.1, -0.3], [0.2, 0.8, 0.0], [0.0, 0.5, 0.2], [0.0, 0.4, 0.5], [-0.2, -0.1, -0.2], [-0.3, 0.2, -3.2], [0.5, 0.1, 0.7], [-0.5, -0.5, -0.5], [0.2, 0.3, 0.0], [1.1, -0.4, -0.5], [0.7, 0.5, 0.4], [-0.8, -0.3, 0.4]], "mulliken_charge": [0.251, 0.269, -0.638, -0.548, -0.778, 0.307, 0.364, 0.284, -1.344, -0.742, 0.314, 0.395, 0.497, 0.266, 0.288, 0.294, -0.375, 0.442, 0.413, -0.333, 0.293, -0.830, 0.293, -0.970, -0.524, -0.307, 0.274, 0.308, -0.520, -0.717, 0.348, 0.363, 0.323, 0.272, 0.218, -0.279, 0.361, 0.280, -0.677, 0.298, 0.369, 0.433, -0.681, 0.406, 0.372, 0.318, -1.361, 0.250, 0.252, 0.243, 0.316, 0.365, 0.287]}

# 2
{"formula": "C10H34O7", "method": "ωB97M-V/def2-TZVPD", "lumo_ev": 0.22, "fmax_ev_per_a": 3.4, "orbital_gap_ev": 9.77, "smiles": "CCO.CCO.CCO.CO.CO.CO.CO", "e_above_lowest_kj_mol": 462.49, "e_homo_ev": -9.551, "total_energy_ev": -25249.3372, "species": ["H", "O", "C", "H", "H", "C", "H", "H", "H", "O", "C", "H", "H", "H", "H", "H", "C", "C", "H", "O", "H", "C", "H", "H", "H", "O", "C", "H", "C", "H", "O", "H", "C", "H", "H", "H", "H", "H", "O", "H", "H", "H", "H", "H", "H", "O", "H", "C", "H", "H", "H"], "xyz": [[29.203725, 8.944632, 9.629990], [28.670306, 11.092429, 7.157287], [27.207990, 8.160107, 7.965493], [28.635330, 10.878464, 9.112140], [30.666307, 10.903047, 3.494990], [28.881386, 9.727240, 3.348109], [26.937723, 7.300204, 8.678573], [31.535826, 8.575175, 5.235048], [28.760940, 12.836755, 3.969388], [27.349457, 11.901374, 5.151418], [26.156997, 8.276457, 6.848563], [28.814013, 13.566717, 8.382365], [26.475505, 9.654954, 5.541477], [28.296823, 9.613359, 10.971988], [30.197491, 10.687554, 1.885444], [28.197978, 10.546962, 3.293025], [26.535087, 13.375215, 8.272745], [27.770980, 12.989054, 4.366188], [27.761585, 14.934316, 8.932410], [30.985531, 7.025835, 4.135572], [26.528875, 12.090755, 5.565915], [27.859992, 13.878949, 8.911058], [30.080681, 9.903287, 6.431302], [26.531212, 13.623487, 7.239386], [27.796829, 13.915276, 4.943036], [27.953516, 13.332604, 10.242567], [29.226385, 9.660807, 10.379343], [30.715583, 11.056162, 7.609996], [30.249685, 10.202805, 2.871052], [28.217200, 7.921314, 7.643667], [29.240820, 10.925622, 9.828617], [25.590207, 13.779527, 8.583116], [30.967263, 7.658664, 5.370863], [26.552065, 12.300668, 8.289280], [29.964421, 7.949302, 5.679067], [27.149146, 9.075112, 8.532217], [30.033802, 9.412879, 11.028724], [27.521810, 8.785111, 2.330594], [28.462666, 8.651512, 2.500012], [25.960828, 7.352811, 6.453265], [28.850465, 12.962575, 10.303898], [26.974895, 12.901815, 3.607379], [30.324761, 11.540404, 5.964290], [31.515402, 7.085990, 6.098835], [28.287024, 11.447262, 6.296126], [26.883019, 8.812940, 5.742168], [25.335171, 8.818859, 7.322046], [30.000973, 10.878447, 6.822710], [28.957633, 9.349568, 4.357693], [30.986169, 9.429932, 2.786787], [31.806290, 6.587100, 3.964315]], "forces_ev_per_a": [[-0.1, -1.7, -1.4], [-0.6, 1.1, -0.4], [-1.3, -1.8, 1.4], [-0.8, 0.5, -1.4], [0.8, 1.9, 1.9], [1.4, -0.8, -0.8], [0.2, 1.2, -0.8], [0.0, 0.6, 0.4], [0.2, -0.5, -0.2], [1.4, -1.3, 0.4], [3.1, 0.5, 1.3], [-1.5, 0.4, 0.0], [0.3, 0.3, -0.4], [0.2, -0.7, 0.1], [-0.2, -0.2, 0.1], [-0.6, 0.4, 0.1], [1.6, -0.4, -0.3], [-1.6, 0.2, -0.6], [0.4, 1.3, 0.3], [-1.5, -0.6, -1.1], [-1.1, 0.5, 0.6], [-0.4, -1.6, 0.3], [0.6, -1.4, -0.2], [0.3, 0.4, -1.3], [-0.3, 0.1, -0.2], [0.4, 0.6, -0.5], [-1.7, 0.3, 1.7], [-0.1, 0.0, 0.6], [-1.1, -0.7, -1.8], [0.0, 0.3, -0.4], [1.8, 1.1, 0.6], [-0.1, 0.2, 1.1], [1.2, 0.9, -0.2], [-0.3, -0.6, 0.3], [-0.1, -0.6, -0.1], [0.5, 0.3, 0.3], [0.9, 0.4, 0.5], [0.2, -0.3, 0.0], [-0.5, 0.4, -0.1], [-1.6, -2.6, -0.2], [-0.6, -0.2, 0.2], [0.9, 1.5, -0.6], [-0.3, -0.3, 0.7], [-0.2, -0.3, 0.8], [-0.2, -0.6, 1.5], [-0.9, 1.4, -0.3], [-0.3, 0.1, -1.0], [0.9, 1.1, -1.5], [-0.2, 0.1, 0.4], [0.1, -0.9, 0.0], [0.7, -0.2, 0.1]], "mulliken_charge": [0.197, 0.331, -0.447, 0.185, 0.392, 0.435, 0.350, 0.277, 0.219, -0.424, -0.612, 0.102, 0.164, 0.291, 0.362, 0.624, -0.580, -0.765, 0.415, -0.532, 0.253, -0.219, -0.092, 0.002, 0.302, -0.561, -0.673, 0.419, -1.577, 0.168, -0.552, 0.449, -0.279, 0.044, -0.189, -0.017, 0.329, 0.343, -0.573, 0.380, 0.339, 0.341, 0.219, 0.391, 0.001, -0.332, 0.330, -0.597, -0.308, 0.373, 0.301]}